[1]
The following is a quantum chemistry calculation of C22H42Cl8N2O2 as an isolated structure at a distorted geometry, from OMol25.

```
! RIJCOSX wB97M-V def2-TZVPD def2/J DEFGRID3
* xyz 0 3
C -27.731 11.349 -20.999
C -26.226 11.562 -20.939
C -25.838 11.253 -22.444
C -24.463 11.825 -22.777
C -24.308 13.240 -22.262
C -24.554 13.447 -20.731
N -25.839 12.870 -20.368
O -26.418 13.211 -19.231
C -23.398 12.769 -19.942
C -24.353 14.952 -20.428
C -25.692 10.443 -20.024
H -27.971 10.320 -21.277
H -28.199 11.967 -21.765
H -28.225 11.418 -20.029
H -25.838 10.177 -22.608
H -26.527 11.713 -23.152
H -24.418 11.942 -23.862
H -23.612 11.240 -22.423
H -25.155 13.726 -22.759
H -23.403 13.794 -22.507
H -23.737 12.660 -18.911
H -23.182 11.785 -20.355
H -22.527 13.422 -19.902
H -23.500 15.316 -20.995
H -25.230 15.497 -20.797
H -24.439 15.256 -19.386
H -26.227 9.551 -20.359
H -25.946 10.485 -18.965
H -24.629 10.209 -20.092
C -28.992 11.970 -25.651
C -28.459 11.371 -26.984
C -29.601 11.451 -28.024
C -29.164 11.383 -29.506
C -28.039 12.400 -29.789
C -26.855 12.285 -28.846
N -27.324 12.144 -27.434
O -26.279 12.256 -26.611
C -25.855 11.147 -29.333
C -26.058 13.570 -29.120
C -28.237 9.856 -26.749
H -28.686 11.499 -24.715
H -30.079 11.976 -25.564
H -28.612 12.987 -25.552
H -30.321 10.641 -27.883
H -30.252 12.294 -27.779
H -30.068 11.439 -30.114
H -28.810 10.380 -29.771
H -28.637 13.283 -29.549
H -27.900 12.259 -30.859
H -26.375 10.208 -29.138
H -25.528 11.296 -30.359
H -24.984 11.185 -28.680
H -25.780 13.748 -30.158
H -26.462 14.482 -28.678
H -25.083 13.547 -28.623
H -28.210 9.338 -27.708
H -29.069 9.489 -26.151
H -27.274 9.771 -26.242
Cl -26.981 6.179 -30.621
C -27.354 5.496 -29.046
C -27.752 6.549 -28.048
Cl -28.319 5.727 -26.582
H -26.483 4.940 -28.701
H -28.162 4.773 -29.148
H -28.571 7.139 -28.452
H -26.841 7.136 -27.935
C -20.535 9.612 -30.392
Cl -19.684 11.059 -29.792
Cl -19.833 8.976 -31.922
Cl -22.271 9.851 -30.541
H -20.314 8.938 -29.572
C -23.139 9.585 -26.254
Cl -22.717 9.233 -24.598
Cl -24.395 8.529 -26.986
Cl -21.583 9.423 -27.090
H -23.539 10.590 -26.350
*
```

Calculated values
- Total energy: -4804.7893 Eh
- M: 650.21 g mol⁻¹
- Strongest force on any atom: 4.04 eV/Å

Results of the Löwdin charge analysis, in e, for atoms 1 through 5: -0.057, -0.451, -0.111, -0.215, -0.132

---

[2]
The following is a quantum chemistry calculation of C34H53HfN4OP2 as an isolated structure at a distorted geometry, from OMol25.

```
! RIJCOSX wB97M-V def2-TZVPD def2/J DEFGRID3
* xyz 3 1
C 1.869 -1.921 -1.112
C 1.486 0.234 -1.974
C 2.827 -2.177 -2.081
C 2.377 -0.005 -3.007
C 3.084 -1.209 -3.045
H 3.302 -3.156 -2.072
H 2.526 0.774 -3.754
H 3.829 -1.388 -3.814
N 1.318 -0.693 -0.997
P -0.237 -2.663 0.589
P 0.764 2.350 -0.186
C 1.423 -3.010 -0.151
H 1.367 -3.981 -0.670
H 2.163 -3.135 0.659
C 0.604 1.461 -1.889
H 0.839 2.206 -2.660
C -0.515 3.771 -0.309
C 2.509 3.055 -0.121
C -1.435 -3.392 -0.687
C -0.183 -3.605 2.221
C -1.821 3.307 0.360
H -1.667 3.009 1.407
H -2.539 4.143 0.341
H -2.289 2.470 -0.167
C -0.040 5.025 0.446
H 0.208 4.809 1.493
H 0.809 5.518 -0.042
H -0.870 5.751 0.451
C -0.828 4.155 -1.763
H -1.531 5.002 -1.741
H 0.057 4.482 -2.321
H -1.316 3.343 -2.314
C 2.724 3.580 1.317
H 2.304 2.899 2.072
H 3.804 3.664 1.511
H 2.284 4.574 1.453
C 3.547 1.943 -0.390
H 3.410 1.078 0.266
H 3.521 1.616 -1.438
H 4.547 2.367 -0.188
C 2.712 4.156 -1.182
H 2.009 4.098 -2.023
H 2.667 5.158 -0.739
H 3.720 4.048 -1.612
C -1.536 -3.383 2.913
H -1.462 -3.746 3.948
H -1.820 -2.321 2.949
H -2.340 -3.941 2.419
C 0.931 -3.015 3.106
H 1.937 -3.198 2.707
H 0.809 -1.935 3.263
H 0.874 -3.504 4.092
C 0.083 -5.102 2.023
H 0.342 -5.531 3.002
H -0.808 -5.638 1.676
H 0.921 -5.306 1.342
C -1.234 -2.727 -2.064
H -1.945 -3.199 -2.769
H -1.459 -1.650 -2.030
H -0.216 -2.873 -2.462
C -2.876 -3.116 -0.228
H -3.071 -2.041 -0.105
H -3.560 -3.497 -1.000
H -3.120 -3.626 0.710
C -1.224 -4.903 -0.868
H -0.182 -5.164 -1.092
H -1.571 -5.475 -0.002
H -1.836 -5.222 -1.726
Hf -0.182 -0.080 0.687
C 1.751 0.131 1.769
O 2.764 0.128 2.360
N -1.427 0.486 -0.845
C -0.952 0.959 -1.944
C -1.640 0.996 -3.252
C -3.035 0.823 -3.265
C -0.949 1.161 -4.471
C -3.742 0.910 -4.465
H -3.535 0.640 -2.312
C -1.655 1.236 -5.672
H 0.141 1.226 -4.466
C -3.053 1.128 -5.668
H -4.826 0.811 -4.463
H -1.108 1.381 -6.604
H -3.608 1.208 -6.604
C 0.769 0.120 5.549
N -0.642 0.262 5.080
C -1.688 0.511 6.098
C -0.932 0.218 3.828
N -0.939 0.181 2.634
H 0.776 0.354 6.617
H 1.428 0.809 5.006
H 1.131 -0.908 5.397
H -2.145 1.500 5.954
H -2.478 -0.251 6.038
H -1.199 0.465 7.075
*
```

Calculated values
- Total energy: -2351.4962 Eh
- M: 774.26 g mol⁻¹
- Relative energy (zero: lowest compared OMol25 entry of this formula, charge and spin): 0.0 kJ/mol
- Strongest force on any atom: 8.02 eV/Å

Results of the Löwdin charge analysis, in e, for atoms 1 through 5: -0.303, -0.298, 0.024, 0.005, 0.033

---

What is the strongest force on any atom in the second record? 8.02 eV/Å